14
Properties=species:S:1:pos:R:3:forces:R:3:nbo_charge:R:1 method="wB97M-V/def2-TZVPD" lumo_ev=-3.1 de_lowest_kcal_mol=8.4 mol_weight_g_mol=90.11 total_charge=+1 homo_ev=-14.6
C -0.660 0.931 -1.660 -1.0045 0.7010 1.2206 0.550
N -1.425 0.244 -2.488 -0.0912 -0.3669 -1.9551 -0.762
O -0.445 0.644 -0.480 0.4251 -0.3322 -0.3913 -0.730
H -0.410 1.934 -2.030 0.3741 -0.2127 -0.2365 0.150
H -1.467 0.563 -3.444 0.0019 0.4342 0.0287 0.407
H -1.737 -0.713 -2.469 0.1794 -0.1426 1.0766 0.419
N -0.290 -0.667 2.016 -0.2096 -0.2902 -0.3785 -0.716
C 1.007 -0.801 1.833 -0.2415 -0.5942 0.0834 0.403
N 1.696 -0.278 0.863 0.3931 0.2284 0.4983 -0.697
H -0.850 -0.056 1.428 0.2995 -0.0910 -0.3034 0.449
H -0.775 -1.475 2.376 -0.0285 0.2490 0.6164 0.425
H 1.523 -1.455 2.542 -0.0310 0.2515 -0.1932 0.219
H 2.696 -0.270 0.971 0.1168 -0.0783 -0.3074 0.427
H 1.241 0.204 0.089 -0.1835 0.2439 0.2415 0.457